1.
{
  "formula": "C16H20ClN4O2Pd",
  "method": "ωB97M-V with the def2-TZVPD basis set",
  "multiplicity": 3,
  "e_tot_ha": -1578.86921,
  "total_charge": 1,
  "s2": 2.059,
  "largest_force_ev_per_a": 6.679,
  "orbital_gap_ev": [6.336, 5.001],
  "symbols": ["C", "H", "Cl", "N", "C", "C", "N", "H", "C", "C", "H", "H", "C", "H", "C", "H", "H", "H", "N", "C", "C", "C", "H", "C", "C", "H", "Pd", "H", "H", "H", "H", "O", "C", "H", "O", "H", "H", "H", "C", "N", "C", "H", "H", "C"],
  "positions_angstrom": [[5.118466, 0.115950, -0.028639], [3.728702, -0.822240, -2.297246], [-4.175215, -4.032978, 5.753896], [-2.679072, 2.869773, -1.985962], [-3.387367, -3.618782, 4.323371], [-1.108940, -3.044092, 3.501979], [2.715359, 0.752139, -0.424030], [-2.787681, 1.689261, -3.878593], [-3.712242, -2.104963, 1.020422], [-1.970507, -3.750592, 4.384071], [-1.329231, 4.426376, -2.592526], [3.029478, 2.100662, -2.037183], [2.992101, 1.008216, -1.823236], [-4.008364, 3.064309, -3.666348], [-3.114685, -2.649278, 2.112777], [-3.015433, 4.865380, -2.442662], [5.946718, 0.522190, 0.616384], [-4.787355, -2.379046, 0.716240], [0.482458, 0.297746, 0.593523], [3.791541, 0.643896, 0.589900], [-3.420046, 2.270092, -3.107169], [-2.233548, 4.232776, -2.032513], [3.365838, -0.045517, 1.325940], [5.347062, 0.490526, -1.475758], [-1.984223, 1.970062, -1.347518], [-1.585014, -4.424777, 5.170620], [-1.314464, -0.424881, 0.345908], [-2.034526, 4.506035, -0.959071], [1.998914, 0.787321, -2.326282], [6.186737, -0.080549, -1.868592], [5.254031, -0.961395, 0.111729], [-0.919523, -2.213570, 1.290185], [1.529604, 0.549085, 0.127653], [4.331878, 0.494156, -3.449246], [-3.221537, -1.264420, 0.185079], [-0.019411, -2.848115, 3.681429], [-5.064252, -3.034131, 2.988037], [3.903480, 1.571402, 1.142322], [4.110234, 0.191614, -2.363234], [-1.787869, 0.872632, -1.001038], [-1.633945, -2.587856, 2.285418], [-4.154601, 1.536653, -2.671585], [5.589217, 1.564419, -1.628443], [-3.972779, -3.105497, 3.140012]],
  "atomic_forces_ev_per_a": [[0.701, 0.591, 1.609], [0.616, -0.493, -0.222], [-0.871, -0.256, 0.145], [-0.028, 0.137, -1.299], [0.910, 0.402, -1.699], [0.155, -1.453, 1.724], [-0.089, -0.335, 1.899], [-0.629, 1.062, 1.309], [-2.199, 2.860, -5.621], [1.385, 0.852, -0.602], [0.327, -0.270, -0.342], [0.760, -0.445, 0.446], [-3.563, 1.554, -1.426], [0.831, -0.868, 0.847], [1.397, -1.011, 3.387], [-0.126, -0.030, 0.174], [-0.694, -0.157, -0.672], [1.279, 0.170, 1.021], [3.641, 1.383, -0.425], [0.248, -0.797, -0.213], [-1.154, -0.651, -1.417], [0.210, 1.066, 1.630], [0.533, -0.146, 0.007], [-0.194, -0.018, -1.121], [-0.817, -1.971, 0.215], [0.001, 0.993, -0.238], [-1.032, -1.827, 0.808], [-0.222, 0.177, -1.119], [1.125, -0.190, 0.262], [0.166, 0.072, 0.118], [-0.574, 0.020, -0.215], [-0.008, -0.951, 2.334], [-0.898, -0.351, -0.787], [-0.463, -0.608, 1.584], [-1.387, -2.232, 1.808], [-1.155, -0.806, -0.127], [0.713, -0.120, 0.289], [0.253, 0.439, -0.335], [0.813, 0.874, -0.598], [0.195, 2.881, -1.391], [-1.225, 0.523, -1.937], [0.704, 0.725, -0.491], [-0.109, -0.527, 0.317], [0.475, -0.265, 0.362]]
}

***

2.
{
  "formula": "C19H44DyNOP2S",
  "method": "ωB97M-V with the def2-TZVPD basis set",
  "multiplicity": 6,
  "e_tot_ha": -2845.71078,
  "total_charge": 2,
  "s2": 9.347,
  "largest_force_ev_per_a": 5.263,
  "orbital_gap_ev": [8.203, 8.362],
  "symbols": ["H", "C", "H", "H", "C", "Dy", "H", "S", "C", "C", "H", "H", "H", "H", "H", "H", "H", "C", "H", "H", "H", "C", "H", "H", "C", "H", "H", "H", "C", "C", "H", "C", "H", "H", "C", "H", "C", "H", "H", "H", "P", "C", "H", "H", "H", "H", "H", "H", "H", "C", "H", "N", "C", "H", "H", "C", "C", "C", "H", "C", "H", "H", "H", "H", "H", "H", "H", "O", "P"],
  "positions_angstrom": [[3.512754, 0.100193, -1.135424], [-2.865313, -1.654402, -2.860853], [-2.301501, -3.211234, -0.489893], [-3.698393, 1.205446, 0.687490], [2.739156, 0.475368, 2.717721], [0.442063, -0.199354, -1.007778], [0.463644, -3.999850, 2.003744], [0.017579, -2.729075, -0.019627], [-3.733649, 0.589188, -3.644168], [2.472659, 2.402182, 0.599458], [-4.752477, -0.896712, 1.443856], [-1.680459, 0.069682, -3.325326], [2.087915, 1.268605, 3.126108], [2.862321, -1.705553, 2.964385], [1.382543, -4.617750, 0.583575], [-3.711897, 0.212594, -4.679473], [1.914505, -3.128843, 1.420389], [-3.902531, -0.922567, 0.744120], [0.673975, 3.480569, 1.253099], [-2.023603, 2.479226, -2.441262], [5.911679, 0.300088, -0.664776], [-1.482775, -3.761530, -0.013120], [2.991513, 2.855905, 1.463109], [4.328944, -1.861507, 1.105485], [-2.197498, 2.337095, -1.367312], [5.090552, 1.758108, -0.093858], [1.413872, 4.117330, -0.147208], [4.200434, 0.833147, 4.273533], [-2.652708, -0.134517, -2.833352], [-0.509082, 0.337497, 1.280826], [3.115802, 2.549125, -0.277718], [3.862397, -0.069653, -0.096268], [2.365405, -0.816996, 4.413586], [4.880260, -0.005957, 2.875775], [4.059150, -1.582791, 0.075751], [-2.998390, -1.080260, 1.342787], [4.174569, 0.782980, 3.172260], [-2.003054, -2.210085, -2.464656], [1.144752, -1.322881, -2.462938], [-4.045153, -1.793658, 0.090052], [2.375224, 0.589918, 0.888936], [5.188927, 0.679614, 0.075205], [1.208905, -1.051460, 3.098600], [-5.465163, -0.154420, -1.437027], [-4.741861, 0.404888, -3.253933], [-5.226134, 1.609791, -1.267812], [-0.966375, 4.082201, -1.145487], [-2.988210, -1.992071, -3.902252], [-1.768756, -4.017840, 1.017474], [-1.134954, 3.137525, -0.622314], [-5.994517, 0.683728, 0.025455], [0.232776, 2.459534, -0.616927], [-5.198097, 0.649948, -0.736923], [4.872423, -1.928051, -0.582410], [-1.282847, -4.678179, -0.585925], [1.178872, 3.171086, 0.348922], [2.264540, -0.854040, 3.317635], [1.042618, -3.716692, 1.112992], [-3.762064, -1.966780, -2.304569], [-3.850662, 0.392038, -0.044151], [-3.186200, 2.769588, -1.132913], [5.630215, 0.522808, 1.066940], [-1.433870, 3.448152, 0.369064], [-3.571939, 1.672467, -3.690633], [4.540266, 1.748735, 2.801519], [3.171113, -2.161664, -0.216553], [0.565187, 2.955031, -1.444475], [-0.949637, 0.571336, 2.333881], [-2.299739, 0.523659, -1.084419]],
  "atomic_forces_ev_per_a": [[0.165, -0.055, 0.114], [0.044, -0.201, 0.021], [0.294, -0.135, 0.141], [0.028, -0.168, -0.134], [-0.440, -0.161, 0.299], [-0.033, 0.342, 0.095], [0.122, 0.208, -0.351], [-0.383, -1.064, 0.720], [-0.133, 0.064, -0.182], [0.230, 0.492, -0.196], [0.260, -0.022, -0.253], [-0.168, -0.062, -0.035], [0.086, -0.162, -0.112], [-0.099, 0.243, 0.073], [-0.146, 0.315, 0.155], [0.044, 0.132, 0.338], [-0.284, -0.138, -0.132], [-0.083, -0.131, 0.174], [-0.340, -0.459, 0.374], [-0.151, -0.050, 0.114], [-0.276, 0.125, 0.200], [-0.258, -0.106, -0.119], [-0.102, -0.120, -0.436], [-0.055, 0.170, -0.272], [-0.055, 0.480, -0.268], [0.065, -0.208, 0.075], [0.263, 0.046, 0.269], [-0.137, -0.022, -0.394], [0.201, 0.185, 0.248], [-2.082, 0.911, 4.747], [0.015, -0.066, 0.193], [-0.271, 0.196, 0.077], [-0.006, -0.025, -0.362], [-0.283, 0.232, 0.078], [-0.055, -0.203, -0.021], [-0.099, -0.033, -0.112], [0.128, 0.082, 0.011], [-0.118, 0.151, -0.021], [0.052, 0.447, -0.229], [0.006, 0.239, 0.110], [1.810, -0.307, 0.329], [0.227, 0.065, -0.061], [0.157, -0.028, -0.001], [0.138, 0.235, 0.255], [0.391, 0.048, -0.166], [0.005, -0.248, 0.043], [-0.383, 0.076, -0.005], [0.005, 0.174, 0.347], [0.189, 0.207, -0.336], [0.543, -0.011, 0.004], [0.384, -0.014, -0.188], [0.058, 1.052, -0.118], [-0.093, 0.083, -0.099], [-0.249, 0.189, 0.236], [-0.014, 0.336, 0.199], [-0.361, 0.002, -0.436], [-0.059, -0.128, 0.185], [0.291, -0.117, 0.106], [0.217, 0.168, -0.163], [0.128, -0.153, 0.517], [0.354, -0.103, -0.261], [-0.164, 0.039, -0.393], [-0.036, -0.458, 0.496], [-0.097, -0.216, 0.008], [-0.022, -0.250, 0.032], [0.092, 0.146, 0.062], [0.312, -1.121, -0.568], [1.731, -0.823, -4.080], [-1.502, -0.312, -0.940]]
}

***

3.
{
  "formula": "CH2F2N2",
  "method": "ωB97M-V with the def2-TZVPD basis set",
  "e_tot_ha": -348.28883,
  "total_charge": 0,
  "largest_force_ev_per_a": 2.878,
  "orbital_gap_ev": [10.234, 7.266],
  "symbols": ["F", "C", "H", "N", "F", "H", "N"],
  "positions_angstrom": [[1.855438, 0.421474, 0.902719], [-0.678842, 0.471142, -0.598796], [-0.761012, 1.460357, -0.177505], [-0.886890, -0.293319, -1.515898], [0.102837, -0.227214, 2.003762], [-0.565910, -1.223133, -1.601155], [0.934379, -0.609307, 0.986872]],
  "atomic_forces_ev_per_a": [[-0.136, -0.133, 0.344], [1.626, -2.335, 0.242], [-0.412, 0.173, -0.361], [-1.142, 2.641, 0.074], [0.227, 0.126, 0.605], [0.554, -1.142, 0.223], [-0.717, 0.670, -1.127]]
}

***

4.
{
  "formula": "C6H30O9",
  "method": "ωB97M-V with the def2-TZVPD basis set",
  "e_tot_ha": -923.37950,
  "total_charge": 0,
  "largest_force_ev_per_a": 2.587,
  "orbital_gap_ev": 5.133,
  "symbols": ["O", "H", "O", "C", "H", "H", "C", "H", "H", "H", "H", "O", "H", "O", "H", "C", "H", "O", "H", "H", "H", "H", "C", "H", "H", "H", "O", "H", "O", "H", "O", "H", "H", "C", "H", "H", "H", "H", "H", "H", "C", "H", "H", "O", "H"],
  "positions_angstrom": [[15.934061, 24.677273, -4.830882], [16.196772, 21.757475, -2.981520], [17.835175, 17.716666, 0.568509], [16.611290, 26.259801, -3.085336], [16.186291, 26.881178, -2.297067], [14.730380, 25.418453, -3.463553], [20.656471, 17.598624, -3.468901], [17.809455, 17.277615, 1.418683], [17.062103, 21.357738, -1.739066], [17.072336, 25.460207, -2.505504], [17.417255, 26.787203, -3.595605], [19.711063, 19.535353, -4.637077], [17.145649, 17.459314, -5.185992], [12.893846, 21.062240, -2.024051], [12.918334, 20.996781, -1.069414], [14.954951, 26.946328, -4.882572], [16.051779, 18.017923, -6.071044], [16.684477, 21.043767, -2.563949], [18.480389, 23.893333, -6.479088], [12.892139, 22.003116, -2.200124], [20.045451, 23.710706, -6.418214], [15.485193, 20.603071, 1.599510], [15.532249, 25.807186, -4.091244], [18.428350, 17.182414, 0.040355], [17.352796, 20.802166, -3.209384], [19.059115, 22.430299, -6.350471], [16.211054, 17.378817, -5.376487], [20.321641, 17.593560, -2.431616], [18.775586, 22.279645, 0.311244], [21.701524, 20.940782, -3.271610], [19.215414, 23.313724, -6.692131], [18.333472, 22.331021, 1.158666], [21.574365, 18.884821, -4.829086], [21.672948, 19.882487, -3.012201], [15.726269, 27.446168, -5.468525], [21.551321, 16.982202, -3.554930], [22.685127, 19.581769, -2.741717], [14.016655, 26.744947, -5.399424], [19.678983, 22.536576, 0.495907], [14.738613, 27.783609, -4.219051], [20.878582, 19.003489, -3.998486], [14.339121, 21.395468, 2.191553], [19.942051, 17.088181, -4.114773], [14.780498, 21.206344, 1.363516], [21.122042, 19.771805, -2.078205]],
  "atomic_forces_ev_per_a": [[0.662, 0.427, -0.249], [-1.010, 1.080, -0.363], [-0.162, 0.277, 0.030], [-0.125, 0.312, 0.027], [-0.092, 0.566, -0.132], [-0.681, 0.177, 0.518], [-0.018, -0.270, -0.101], [-0.022, -0.119, 0.207], [0.721, 0.222, 0.891], [-0.109, -0.536, -0.439], [0.113, 0.213, -0.034], [0.354, 0.517, 1.691], [0.441, 0.112, 0.101], [0.187, -0.151, -0.207], [0.044, -0.075, 0.334], [0.397, 1.360, 0.436], [-0.022, 0.116, -0.172], [-0.858, -0.300, -0.066], [-1.569, 1.011, 0.573], [-0.099, 0.296, -0.114], [0.717, 0.016, 0.403], [0.172, -0.279, 0.010], [0.610, -2.486, 0.374], [0.165, -0.101, -0.250], [1.691, -1.007, -0.720], [0.143, -1.299, 0.674], [-0.297, -0.129, 0.113], [-0.208, -0.080, 0.128], [-0.317, -0.120, -0.299], [-0.143, -0.040, -0.262], [0.168, 0.133, -1.026], [-0.162, 0.030, 0.212], [0.491, -0.297, -0.452], [-1.228, -0.047, 0.912], [0.009, -0.495, -0.884], [0.334, 0.105, 0.307], [0.128, -0.406, -0.517], [0.408, -0.304, -0.347], [0.282, 0.022, -0.093], [-0.417, -0.003, 0.579], [-0.125, 0.650, -2.339], [-0.165, 0.096, 0.200], [-0.280, 0.168, 0.149], [0.003, 0.144, -0.289], [-0.134, 0.493, 0.485]]
}